#1
Formula: C4H7FO
Source: the Open Molecules 2025 dataset
Level of theory: ωB97M-V/def2-TZVPD

As for the SMILES: C=C[C@H](F)CO. As for the gap between HOMO and LUMO: 10.96 eV.

Last column: natural (NBO) charge in e.
Element x y z (Å)
C: -2.16083 -0.17679 -0.14620  -0.398
C: -0.93476 0.22119 -0.58119  -0.203
C: 0.20896 0.67981 0.30277  0.143
F: 0.96359 1.63837 -0.31419  -0.366
C: 1.20277 -0.47958 0.54250  -0.084
O: 1.88607 -0.79026 -0.69608  -0.712
H: -2.50961 -0.35273 0.85979  0.201
H: -2.81613 -0.67885 -0.87758  0.202
H: -0.58859 0.19394 -1.61374  0.219
H: -0.12443 1.07545 1.25753  0.170
H: 0.71617 -1.29490 1.00045  0.191
H: 1.91556 -0.06353 1.26024  0.165
H: 2.24123 0.02788 -0.99429  0.473



#2
Formula: C4H7FO
Source: the Open Molecules 2025 dataset
Level of theory: ωB97M-V/def2-TZVPD

As for the SMILES: C[C@@]1(O)C[C@H]1F. As for the gap between HOMO and LUMO: 10.62 eV.

Last column: natural (NBO) charge in e.
Element x y z (Å)
C: -0.49695 -0.79251 -1.14774  -0.621
C: -0.24674 0.21382 -0.05161  0.152
O: -0.07038 1.55808 -0.55511  -0.722
C: -0.17129 0.14253 1.45773  -0.488
C: 1.07206 -0.06352 0.63710  0.190
F: 1.55587 -1.43140 0.43963  -0.364
H: -0.66205 -1.76820 -0.75980  0.224
H: -1.30493 -0.53701 -1.94548  0.230
H: 0.62153 -1.04211 -1.80777  0.215
H: -0.81230 2.04563 -0.53690  0.462
H: -0.99373 -0.46826 1.86733  0.257
H: -0.24282 1.28960 1.74187  0.243
H: 1.75174 0.85336 0.66074  0.223



#3
Formula: C4H7FO
Source: the Open Molecules 2025 dataset
Level of theory: ωB97M-V/def2-TZVPD

As for the SMILES: C=C(F)[C@@H](C)O. As for the gap between HOMO and LUMO: 10.35 eV.

Last column: natural (NBO) charge in e.
Element x y z (Å)
C: 1.53016 1.06809 0.32806  -0.490
C: 0.80265 0.03193 -0.11517  0.392
F: 1.35096 -1.20075 -0.20233  -0.344
C: -0.66217 -0.04116 -0.37833  0.025
C: -1.43480 -1.01634 0.43493  -0.626
O: -1.17674 1.27377 -0.09639  -0.714
H: 2.58854 1.02822 0.57638  0.219
H: 1.04628 2.03537 0.39277  0.232
H: -0.79755 -0.26428 -1.48053  0.177
H: -2.44038 -0.98890 0.00343  0.206
H: -1.50990 -0.73272 1.49111  0.224
H: -0.94473 -1.99527 0.42851  0.229
H: -2.10199 1.27910 -0.43648  0.469



#4
Formula: C4H7FO
Source: the Open Molecules 2025 dataset
Level of theory: ωB97M-V/def2-TZVPD

As for the gap between HOMO and LUMO (spin up / spin down): 7.26 / 6.76 eV.

Last column: natural (NBO) charge in e.
Element x y z (Å)
C: -0.97801 -0.17952 2.78753  -0.550
C: -0.15526 -0.14689 1.62725  0.182
C: 0.56422 0.38715 -2.17460  -0.694
C: 0.33182 -0.69091 -1.15180  0.547
O: -0.41049 0.37825 0.51920  -0.595
F: 1.49008 -1.09491 -0.48187  -0.321
H: -0.57990 -0.42565 3.79197  0.209
H: -2.04100 0.01712 2.61464  0.195
H: 0.96109 -0.42168 1.69453  0.124
H: 1.28371 -0.04257 -2.80907  0.238
H: 0.86934 1.30945 -1.87369  0.251
H: -0.23433 0.52736 -2.78410  0.232
H: -0.41052 -1.41301 -1.38528  0.181



Stability check: which of them is most stable? #3.



#1
Formula: C24H36N12
Source: the Open Molecules 2025 dataset
Level of theory: ωB97M-V/def2-TZVPD

As for the SMILES: CC#N.CC#N.CC#N.CC#N.CC#N.CC#N.CC#N.CC#N.CC#N.CC#N.CC#N.CC#N. As for the gap between HOMO and LUMO: 9.85 eV.

Last column: Löwdin charge in e.
Element x y z (Å)
C: 0.20535 2.87983 2.97081  -0.134
C: 1.57002 3.21072 3.49366  -0.203
N: 2.64672 3.39080 3.90408  0.132
H: 0.26807 2.21118 2.11228  -0.007
H: -0.40484 3.70227 2.59748  0.082
H: -0.41524 2.46982 3.76759  0.110
C: 1.35091 0.63504 -3.36934  -0.089
C: 1.41555 2.04381 -3.07253  -0.256
N: 1.38278 3.20034 -2.86751  0.148
H: 0.76359 0.17842 -2.57269  -0.006
H: 2.32343 0.14546 -3.42040  0.084
H: 0.80157 0.48072 -4.29806  0.112
C: -0.47113 0.61886 0.27575  -0.107
C: 0.80250 0.12728 -0.36645  -0.099
N: 1.75264 -0.26024 -0.89501  0.010
H: -1.06786 -0.29145 0.33357  0.012
H: -1.04673 1.20813 -0.43807  0.031
H: -0.46286 1.10037 1.25359  0.024
C: -1.55745 -4.27522 0.39955  -0.024
C: -1.16033 -2.88888 0.75655  -0.112
N: -0.85936 -1.79530 1.05536  0.040
H: -0.80183 -5.01728 0.65742  0.070
H: -1.82206 -4.20013 -0.65518  0.092
H: -2.45666 -4.54649 0.95267  0.090
C: -1.03742 -0.44733 2.67162  -0.235
C: -1.68091 -0.93221 3.93648  -0.199
N: -2.19213 -1.24416 4.93051  0.102
H: -1.78464 -0.34548 1.88461  0.002
H: -0.23322 -1.14947 2.45172  0.073
H: -0.71320 0.58902 2.76635  0.033
C: -1.63445 2.47983 -2.20092  -0.033
C: -1.37918 1.00268 -2.30066  -0.228
N: -1.20245 -0.11459 -2.43746  0.172
H: -2.70138 2.70031 -2.23494  0.060
H: -1.19996 2.85200 -3.12871  0.086
H: -1.17254 2.77061 -1.25742  0.057
C: 3.18451 1.09266 1.83821  -0.022
C: 1.82774 0.76272 2.18357  -0.166
N: 0.75427 0.44980 2.41427  0.033
H: 3.57694 1.60552 2.71632  0.067
H: 3.32924 1.62149 0.89614  0.104
H: 3.78183 0.18696 1.73329  0.084
C: -0.03074 -2.02603 -1.91642  -0.159
C: -0.54962 -2.57130 -3.21027  -0.239
N: -1.00365 -2.90858 -4.21964  0.124
H: -0.85285 -1.72968 -1.26496  0.043
H: 0.73108 -1.24661 -1.93150  0.022
H: 0.42868 -2.91893 -1.49243  0.019
C: -3.26190 3.37915 0.51021  -0.014
C: -1.85027 3.03116 0.85552  -0.131
N: -0.75516 2.79103 1.14078  0.035
H: -3.88151 3.06606 1.35054  0.101
H: -3.41889 2.86629 -0.43871  -0.001
H: -3.41963 4.44415 0.33995  0.099
C: 2.19455 -2.59417 0.24029  -0.057
C: 1.53739 -3.80107 -0.25608  -0.271
N: 1.01226 -4.73358 -0.63345  0.172
H: 2.46906 -2.72513 1.28700  0.115
H: 1.52197 -1.74135 0.14857  0.035
H: 3.05869 -2.51924 -0.41983  0.063
C: -3.21832 -0.33948 0.54297  -0.025
C: -3.66653 0.60934 -0.49770  -0.199
N: -3.97782 1.35990 -1.31008  0.152
H: -2.49103 0.20085 1.14893  0.037
H: -2.77935 -1.21278 0.06051  0.084
H: -4.09700 -0.72624 1.05915  0.120
C: 3.75330 -0.84671 -1.40735  -0.148
C: 4.58580 -1.39778 -2.47800  -0.238
N: 5.26814 -1.84478 -3.29248  0.128
H: 3.19109 0.02705 -1.73683  0.043
H: 4.28906 -0.59344 -0.49252  0.100
H: 2.93318 -1.50656 -1.12433  -0.001



#2
Formula: C24H36N12
Source: the Open Molecules 2025 dataset
Level of theory: ωB97M-V/def2-TZVPD

As for the SMILES: CC#N.CC#N.CC#N.CC#N.CC#N.CC#N.CC#N.CC#N.CC#N.CC#N.CC#N.CC#N. As for the gap between HOMO and LUMO: 11.46 eV.

Last column: Löwdin charge in e.
Element x y z (Å)
C: -3.50376 -1.20369 -7.06351  -0.073
C: -4.49806 -0.11012 -7.31930  -0.262
N: -5.23021 0.74460 -7.61158  0.109
H: -3.14100 -1.18571 -6.03581  0.075
H: -2.67602 -1.07659 -7.76123  0.075
H: -3.92119 -2.19569 -7.23604  0.075
C: 4.49453 0.63151 -5.04554  -0.081
C: 5.34895 1.68653 -4.54817  -0.289
N: 6.10032 2.49385 -4.15772  0.117
H: 5.13052 -0.02012 -5.64470  0.087
H: 3.67152 1.02461 -5.64238  0.082
H: 3.94064 0.18322 -4.22071  0.084
C: 3.18134 4.13820 5.46613  -0.075
C: 4.48844 4.84928 5.21968  -0.250
N: 5.53941 5.39337 5.09542  0.101
H: 3.14688 3.62526 6.42727  0.074
H: 2.87958 3.44320 4.68254  0.077
H: 2.49549 4.95782 5.68046  0.073
C: -6.47003 4.05372 0.14865  -0.084
C: -6.63319 5.35848 -0.46223  -0.282
N: -6.80215 6.38853 -0.99639  0.118
H: -6.95217 3.96081 1.12180  0.081
H: -5.42533 4.03127 0.45885  0.081
H: -6.75702 3.22541 -0.49914  0.086
C: 9.95196 1.83389 1.59788  -0.076
C: 10.45601 1.20314 2.84162  -0.269
N: 10.85451 0.68876 3.80226  0.113
H: 10.74104 2.13175 0.90743  0.077
H: 9.36464 2.72037 1.83721  0.079
H: 9.34459 1.12750 1.03200  0.077
C: -1.75690 6.21659 -6.14937  -0.079
C: -1.43426 5.01712 -5.37420  -0.277
N: -1.22432 4.10902 -4.66176  0.110
H: -2.65375 5.96926 -6.71735  0.081
H: -0.93799 6.41954 -6.83951  0.080
H: -2.02795 7.09541 -5.56430  0.085
C: -2.96187 -10.88086 2.94588  -0.075
C: -2.38248 -9.56038 2.61368  -0.275
N: -1.90644 -8.54154 2.34821  0.115
H: -2.24693 -11.69386 2.81936  0.081
H: -3.93025 -10.99041 2.45767  0.079
H: -3.17754 -10.93496 4.01295  0.075
C: 0.17512 -0.58351 0.55508  -0.075
C: 1.59681 -0.60134 0.83778  -0.296
N: 2.74650 -0.52748 1.03266  0.115
H: -0.23501 0.40439 0.76470  0.087
H: -0.31502 -1.31362 1.19914  0.084
H: 0.10638 -0.83136 -0.50414  0.085
C: 2.07034 6.57515 0.28090  -0.080
C: 0.80574 6.78313 0.93662  -0.298
N: -0.18020 6.95429 1.51800  0.122
H: 2.07026 6.85872 -0.77158  0.086
H: 2.24276 5.50878 0.42656  0.084
H: 2.90946 7.07812 0.76152  0.086
C: -6.40737 -4.98190 1.52306  -0.069
C: -6.24736 -4.33139 0.22242  -0.302
N: -6.16074 -3.73338 -0.72164  0.128
H: -7.25959 -4.55118 2.04870  0.082
H: -5.53079 -4.72995 2.11992  0.081
H: -6.49521 -6.06131 1.39962  0.080
C: -3.21395 -2.08518 8.63383  -0.058
C: -3.45194 -1.42302 7.31122  -0.293
N: -3.66584 -0.89447 6.35104  0.120
H: -4.15422 -2.54916 8.93173  0.077
H: -2.84576 -1.31921 9.31635  0.079
H: -2.50808 -2.90064 8.47613  0.075
C: 3.75882 -5.55607 -2.32160  -0.082
C: 3.24246 -5.36645 -3.69344  -0.262
N: 2.75297 -5.28346 -4.76352  0.108
H: 4.35493 -4.71558 -1.96619  0.078
H: 4.39525 -6.43993 -2.27861  0.078
H: 2.96371 -5.71116 -1.59230  0.080



Stability check: which of them is most stable? #2.



#1
Formula: C2H4NPS
Source: the Open Molecules 2025 dataset
Level of theory: ωB97M-V/def2-TZVPD

As for the gap between HOMO and LUMO (spin up / spin down): 6.98 / 7.10 eV.

Last column: natural (NBO) charge in e.
Element x y z (Å)
C: 1.50958 0.02512 0.54437  -0.588
C: -0.80201 0.56473 -0.90111  -0.972
N: -0.78410 -1.31142 1.37631  -1.059
P: -1.82007 -0.93114 0.42711  0.910
S: 0.46302 1.22119 0.02614  0.693
H: 2.41871 0.33811 1.00099  0.225
H: 1.25864 -1.02089 0.59363  0.271
H: -0.69853 -0.17481 -1.70821  0.256
H: -1.54524 1.28909 -1.35924  0.264



#2
Formula: C2H4NPS
Source: the Open Molecules 2025 dataset
Level of theory: ωB97M-V/def2-TZVPD

As for the gap between HOMO and LUMO (spin up / spin down): 9.03 / 4.83 eV.

Last column: natural (NBO) charge in e.
Element x y z (Å)
C: 0.30038 -0.63698 -0.13980  -0.253
C: -0.42866 0.63889 0.12811  -0.613
N: 1.74245 -0.44553 -0.09161  -0.869
P: 2.95054 0.45745 -0.05443  0.746
S: -2.13617 0.34550 -0.19441  0.094
H: 0.19213 -1.37453 0.64859  0.227
H: 0.11941 -0.84113 -1.16185  0.227
H: -0.33282 0.99964 1.18325  0.222
H: 0.17110 1.31330 -0.53119  0.220



Stability check: which of them is most stable? #2.